Here is a single C4H8O2 molecule from the OMol25 dataset. Energies are from ωB97M-V/def2-TZVPD.

The highest occupied orbital energy is -8.7 eV. As for the energy above the lowest of the compared OMol25 structures with the same formula, charge and spin: 362.3 kJ/mol. For the total energy, the calculation gives -8369.527 eV.

CARTESIAN COORDINATES (ANGSTROEM)
1 C 1.91373 -0.42646 -1.23554
2 O 1.05074 0.11704 -0.22507
3 C 0.50250 -0.75042 0.60186
4 C -0.51878 0.02582 1.39490
5 C -1.70183 0.17191 0.40464
6 O -1.51741 1.24336 -0.49281
7 H 1.43128 -0.26624 -2.20465
8 H 2.05306 -1.49234 -1.04455
9 H 2.85855 0.12007 -1.19505
10 H -1.81458 -0.78479 -0.13243
11 H -0.18063 1.02105 1.72095
12 H -0.83919 -0.55780 2.26227
13 H -2.63966 0.36381 0.93955
14 H -0.59776 1.21499 -0.79410

Cartesian forces, eV/Å:
0.20 -0.07 -0.19
-0.13 -0.30 0.24
0.01 0.54 -0.06
-0.07 -0.15 0.03
-0.10 -0.14 0.24
0.15 0.05 -0.14
0.12 -0.04 0.16
0.00 0.17 -0.03
-0.13 -0.10 -0.01
-0.11 0.17 0.04
-0.08 -0.19 -0.14
0.08 0.06 -0.13
0.28 -0.04 -0.05
-0.22 0.04 0.04

***

Here is 2 unconnected molecules or ions with the total composition C4H8O2 from the OMol25 dataset. Energies are from ωB97M-V/def2-TZVPD.

Its structure (SMILES) is C1=COCCO1.[H][H]. The highest occupied orbital energy is -8.3 eV. As for the energy above the lowest of the compared OMol25 structures with the same formula, charge and spin: 274.3 kJ/mol. For the total energy, the calculation gives -8370.439 eV.

CARTESIAN COORDINATES (ANGSTROEM)
1 C -0.56492 -0.42037 1.46780
2 C 0.68013 -0.67337 1.06135
3 O 1.06879 -0.67296 -0.25243
4 C -0.04671 -0.68984 -1.12827
5 C -1.10704 0.29518 -0.65452
6 O -1.58806 -0.07763 0.62555
7 H -0.86208 -0.46612 2.50830
8 H 1.48711 -0.90131 1.74657
9 H -0.47383 -1.70174 -1.15692
10 H 0.32464 -0.42484 -2.12158
11 H -1.96824 0.30499 -1.32768
12 H -0.67293 1.30303 -0.60513
13 H 1.72470 2.37276 0.07144
14 H 1.99843 1.75222 -0.23448

Cartesian forces, eV/Å:
0.17 -0.05 0.10
-0.08 0.00 0.14
0.02 -0.02 0.07
-0.18 0.01 -0.14
0.07 0.07 -0.24
-0.01 -0.02 0.06
0.09 -0.01 -0.14
-0.16 0.04 -0.06
0.06 0.11 0.01
-0.07 -0.03 0.13
0.14 -0.01 0.07
-0.06 -0.13 0.01
0.06 -0.01 -0.03
-0.04 0.06 0.03

***

Number 1: molecular weight 88.11 g mol⁻¹. Number 2: molecular weight 88.11 g mol⁻¹.